Computed, not measured: C48H120CrCsN8O8PS as an isolated structure in a non-equilibrium geometry, with the ωB97M-V functional and the def2-TZVPD basis.

Atoms and positions in Å:
Cr (0.639060, 2.429642, -0.968020)
Cs (-0.061410, -2.002768, -3.141600)
P (0.467800, 0.107522, -0.571290)
O (0.307110, -1.417638, -0.439820)
O (-0.619010, 1.133932, -0.199920)
O (0.524250, 0.801352, -1.972870)
O (1.664380, 1.033032, -0.177100)
S (0.251880, 4.317292, -2.803580)
O (1.434690, 3.688382, -2.210640)
O (-0.642700, 3.592432, -1.896960)
O (0.261940, 5.739062, -2.622890)
O (-0.010260, 4.066712, -4.186780)
C (7.361350, -0.334228, -2.563280)
C (5.993940, 0.375782, -2.584460)
N (4.894110, -0.515748, -2.844140)
C (3.615490, 0.191852, -2.947250)
C (3.552990, 1.283112, -4.051300)
C (4.845290, -1.642448, -1.906020)
C (4.621360, -1.298248, -0.455370)
H (7.557730, -0.944608, -1.681810)
H (8.192680, 0.368032, -2.625020)
H (7.456030, -1.035138, -3.392650)
H (5.691960, 0.879802, -1.666380)
H (6.017990, 1.217282, -3.276850)
H (2.848730, -0.525118, -3.240740)
H (3.284480, 0.612092, -1.997550)
H (3.918110, 0.870402, -4.991760)
H (2.527770, 1.595952, -4.249150)
H (4.173690, 2.152512, -3.834550)
H (5.711620, -2.290358, -2.039400)
H (3.981940, -2.250588, -2.176000)
H (5.378120, -0.663938, 0.006210)
H (4.565940, -2.155338, 0.215770)
H (3.658490, -0.790438, -0.399470)
C (0.283710, 3.879672, 3.192650)
C (0.131280, 3.289022, 1.797240)
N (1.067890, 3.755262, 0.725860)
C (0.890450, 5.198652, 0.442820)
C (-0.556570, 5.757392, 0.440280)
C (2.486930, 3.648952, 1.095570)
C (3.499750, 3.863082, -0.019800)
H (1.136460, 3.550792, 3.786590)
H (-0.599270, 3.567302, 3.750210)
H (0.234010, 4.964732, 3.101770)
H (0.374680, 2.227582, 1.844030)
H (-0.908920, 3.435032, 1.506090)
H (1.433500, 5.436272, -0.471910)
H (1.460300, 5.817422, 1.136000)
H (-1.263520, 5.097862, -0.063050)
H (-0.503870, 6.650552, -0.182290)
H (-0.946270, 6.075132, 1.407370)
H (2.646380, 4.353112, 1.912170)
H (2.783180, 2.684472, 1.508010)
H (3.393760, 4.787092, -0.588200)
H (4.515480, 3.816082, 0.372880)
H (3.385740, 3.068412, -0.757080)
C (-1.629120, -2.363598, -6.892800)
C (-1.754590, -0.839168, -6.742510)
N (-0.695110, -0.322668, -5.816240)
C (-0.907200, 1.067242, -5.425370)
C (-2.091830, 1.208102, -4.470260)
C (0.703520, -0.503708, -6.291900)
C (1.001320, 0.287852, -7.592670)
H (-0.696340, -2.638758, -7.385030)
H (-2.523420, -2.773418, -7.362240)
H (-1.738640, -2.856848, -5.926980)
H (-1.773900, -0.320458, -7.700990)
H (-2.742540, -0.686808, -6.307940)
H (-0.028950, 1.393452, -4.868270)
H (-0.979710, 1.709602, -6.302990)
H (-1.820790, 0.683412, -3.554110)
H (-2.084470, 2.243972, -4.131090)
H (-3.049100, 0.920002, -4.904690)
H (0.829370, -1.581258, -6.397490)
H (1.448030, -0.259138, -5.534270)
H (0.816580, 1.358772, -7.508340)
H (0.497930, -0.214158, -8.418910)
H (2.048300, 0.132842, -7.853270)
C (2.816000, 2.351502, 6.026860)
C (3.594200, 2.213472, 4.732540)
N (3.961280, 0.862202, 4.487310)
C (2.793450, -0.081368, 4.487180)
C (1.748590, 0.150682, 3.361470)
C (4.727960, 0.873192, 3.239160)
C (5.263740, -0.539018, 2.903620)
H (3.271170, 1.775532, 6.832580)
H (1.779520, 2.048022, 5.879460)
H (2.769460, 3.411612, 6.276030)
H (3.024240, 2.592622, 3.884310)
H (4.481670, 2.845602, 4.762600)
H (3.208180, -1.081618, 4.362290)
H (2.218940, -0.054378, 5.413090)
H (2.145290, 0.098872, 2.347540)
H (0.936960, -0.572888, 3.437600)
H (1.296360, 1.139242, 3.441130)
H (5.492220, 1.648902, 3.191390)
H (4.061210, 1.037972, 2.392750)
H (4.501790, -1.093248, 2.355560)
H (5.541190, -1.169238, 3.748580)
H (6.139750, -0.464198, 2.259340)
C (-5.415670, -3.327078, -3.352170)
C (-3.968640, -2.924008, -3.712470)
N (-2.966550, -3.194038, -2.688140)
C (-2.553820, -4.614338, -2.561330)
C (-2.329810, -5.421938, -3.848500)
C (-3.166920, -2.568268, -1.371710)
C (-3.344840, -1.074788, -1.365930)
H (-6.058460, -3.252508, -4.229310)
H (-5.779560, -2.705298, -2.534200)
H (-5.551490, -4.378478, -3.098780)
H (-3.734560, -3.268598, -4.719730)
H (-3.914180, -1.845738, -3.862400)
H (-1.602740, -4.620858, -2.028880)
H (-3.292120, -5.066588, -1.899140)
H (-1.977180, -6.428898, -3.625380)
H (-3.295350, -5.366398, -4.351230)
H (-1.527290, -4.945558, -4.411650)
H (-2.347110, -2.857888, -0.714340)
H (-4.059100, -2.960768, -0.883800)
H (-4.149970, -0.757828, -2.028810)
H (-2.419910, -0.567028, -1.639390)
H (-3.636870, -0.797378, -0.353080)
C (2.073460, -3.213318, 2.052200)
C (2.422830, -4.600318, 1.515860)
N (3.515060, -5.157468, 2.308740)
C (4.182270, -6.271008, 1.656990)
C (3.370280, -7.576988, 1.563570)
C (3.380220, -5.279998, 3.784990)
C (4.756260, -4.860128, 4.338320)
H (1.534030, -2.647508, 1.292610)
H (2.957730, -2.601828, 2.231770)
H (1.468910, -3.193548, 2.958970)
H (1.605350, -5.319148, 1.460050)
H (2.791650, -4.468988, 0.498590)
H (4.356430, -6.030338, 0.608250)
H (5.169730, -6.413328, 2.096050)
H (2.351670, -7.449918, 1.196980)
H (3.811690, -8.394818, 0.994000)
H (3.215190, -7.929738, 2.583180)
H (3.117850, -6.260838, 4.181500)
H (2.568080, -4.643928, 4.137030)
H (4.841230, -3.773788, 4.365620)
H (5.597460, -5.220458, 3.746170)
H (4.878620, -5.195238, 5.368290)
C (-3.717900, 2.519892, -0.650720)
C (-5.246590, 2.664362, -0.911250)
N (-5.961550, 2.588172, 0.358050)
C (-5.811430, 1.334922, 1.097730)
C (-6.668830, 1.359242, 2.413860)
C (-7.319550, 3.078252, 0.157790)
C (-8.203010, 2.142092, -0.663030)
H (-3.467240, 3.016602, 0.286590)
H (-3.158510, 3.050702, -1.421060)
H (-3.385220, 1.483372, -0.595500)
H (-5.421020, 3.658352, -1.323140)
H (-5.671560, 1.994482, -1.658760)
H (-6.188980, 0.521662, 0.477930)
H (-4.792370, 1.074112, 1.383380)
H (-6.318350, 2.208612, 3.000230)
H (-7.744290, 1.452312, 2.262740)
H (-6.432080, 0.423002, 2.919330)
H (-7.274990, 4.019482, -0.390130)
H (-7.790690, 3.401382, 1.086070)
H (-8.280580, 1.190392, -0.137350)
H (-7.702530, 1.915252, -1.604390)
H (-9.164620, 2.582532, -0.926490)
C (-2.186470, -1.095138, 2.423600)
C (-2.101840, 0.374142, 2.850780)
N (-3.001810, 0.675332, 3.948790)
C (-3.302060, 2.073282, 4.115000)
C (-4.466580, 2.309282, 5.128040)
C (-2.706890, -0.122468, 5.163300)
C (-1.437860, 0.428342, 5.953730)
H (-1.563200, -1.651048, 3.124040)
H (-1.700340, -1.134658, 1.448810)
H (-3.191850, -1.500958, 2.311250)
H (-1.068270, 0.568502, 3.137250)
H (-2.410840, 1.031512, 2.038090)
H (-2.463000, 2.690772, 4.435600)
H (-3.583330, 2.421452, 3.121130)
H (-4.012660, 2.155812, 6.107080)
H (-4.680820, 3.375092, 5.206980)
H (-5.348370, 1.676112, 5.029910)
H (-2.512480, -1.175738, 4.961000)
H (-3.668760, -0.183518, 5.672410)
H (-1.512300, 1.494632, 6.167240)
H (-0.490860, 0.274792, 5.436320)
H (-1.356420, -0.069958, 6.919730)

Cartesian forces (eV/Å) of the 6 atoms listed first:
Cr -0.7112 4.5129 -0.3253
Cs -0.1093 -0.3073 -0.7994
P 0.2917 -2.5106 1.1595
O 0.6945 3.9959 -0.0011
O -2.4121 -0.6596 1.6759
O -0.5466 -1.6944 -4.1284

Results
**2S+1**: 5
**Net charge**: 0
**Kohn-Sham gap (spin up / spin down)**: 0.2792 / 0.1659 Ha
**HOMO level (spin up / spin down)**: -7.983 / -7.983 eV